A cluster of 2 separate species, C4H11N3O2 in total. Source: the Open Molecules 2025 dataset; level of theory: wB97M-V/def2-TZVPD.

structure (SMILES) = [H]/N=C(/N)NC.CC(=O)O
maximum force = 1.661 eV Å⁻¹
E_tot = -12891.79009 eV
HOMO level = -0.3550 Eh
relative energy (zero: lowest compared OMol25 entry of this formula, charge and spin) = 1.040 eV

Each line ends with the natural charge from an NBO analysis.
Cartesian coordinates (Å):
H 0.480 2.432 2.229  0.34
N 1.201 1.836 2.625  -0.73
C 1.007 0.625 2.346  0.56
N 1.755 -0.461 2.877  -0.83
N 0.001 0.083 1.487  -0.63
C -1.249 0.893 1.414  -0.43
H 2.489 -0.073 3.430  0.38
H 2.253 -0.800 2.049  0.37
H -0.324 -0.736 1.995  0.37
H -1.870 0.174 0.871  0.21
H -1.206 1.824 0.860  0.21
H -1.634 1.056 2.427  0.19
C -1.070 -1.406 -2.626  -0.72
C -0.158 -0.364 -3.231  0.79
O -0.268 0.830 -3.145  -0.60
O 0.850 -0.891 -3.977  -0.69
H -0.941 -2.312 -3.196  0.23
H -2.064 -1.004 -2.712  0.24
H -0.707 -1.550 -1.607  0.25
H 1.455 -0.156 -4.116  0.49